Entry a
Computed, not measured: a cluster of 2 separate species, C10H16O in total, with ωB97M-V with the def2-TZVPD basis set.

Atoms and positions in Å:
1 C -1.115 -2.062 2.687
2 C 0.003 0.209 3.079
3 C -1.010 -0.522 2.397
4 C 0.269 1.495 2.581
5 C -0.394 2.032 1.470
6 C -1.847 0.059 1.467
7 C -1.434 1.292 0.933
8 O -0.006 3.079 0.686
9 H 0.530 -0.188 3.922
10 H 0.925 2.141 3.054
11 H -0.830 -2.895 2.094
12 H -2.216 -2.252 2.949
13 H -2.793 -0.374 1.301
14 H 0.883 3.276 0.846
15 H -2.030 1.738 0.138
16 H -0.350 -2.115 3.586
17 C 0.668 -0.448 -2.440
18 C 1.257 -1.724 -3.152
19 C 1.026 0.682 -3.329
20 H 0.867 -0.336 -1.301
21 H -0.400 -0.557 -2.393
22 H 0.359 -2.311 -3.638
23 H 1.802 -1.497 -3.976
24 H 2.111 1.032 -2.942
25 H 2.052 -2.131 -2.660
26 H 0.834 1.861 -2.970
27 H 0.840 0.515 -4.390

Properties
Spin multiplicity: 2
LUMO energy (spin up / spin down), Eh: -0.148 / -0.292
HOMO energy (spin up / spin down), eV: -12.54 / -12.54
Total charge: +1


Entry b
Computed, not measured: a cluster of 2 separate species, C10H16O in total, with ωB97M-V with the def2-TZVPD basis set.

Atoms and positions in Å:
1 C 2.461 0.895 -0.937
2 C 0.117 -0.763 1.512
3 C 1.193 -0.027 0.988
4 C -0.454 -1.841 0.690
5 C 1.672 -0.261 -0.293
6 C 0.097 -2.082 -0.543
7 C 1.070 -1.293 -1.027
8 O -1.207 -2.604 1.519
9 H -0.269 -0.699 2.569
10 H 1.573 0.833 1.551
11 H -1.958 -2.889 0.964
12 H -0.196 -2.916 -1.208
13 H 1.693 1.587 -1.319
14 H 3.196 0.602 -1.756
15 H 1.299 -1.416 -2.023
16 H 3.271 1.538 -0.335
17 C -0.883 2.109 -0.832
18 C -1.540 1.021 0.103
19 C -1.636 3.398 -0.793
20 H 0.137 2.202 -0.448
21 H -0.807 1.650 -1.834
22 H -1.738 0.087 -0.560
23 H -2.571 3.436 -1.239
24 H -1.573 3.707 0.296
25 H -2.565 1.370 0.204
26 H -1.423 0.653 1.106
27 H -0.996 4.141 -1.318

Properties
Spin multiplicity: 2
LUMO energy (spin up / spin down), Eh: -0.151 / -0.281
HOMO energy (spin up / spin down), eV: -14.07 / -14.20
Total charge: +1


Quick one: least stable of them? entry a


Entry a
Computed, not measured: a cluster of 2 separate species, C3H7BrN in total, with ωB97M-V with the def2-TZVPD basis set.

Atoms and positions in Å:
1 C 1.271 -0.563 -0.611
2 C -1.715 -0.946 -0.286
3 C 0.291 1.294 0.633
4 N 0.355 0.103 -0.125
5 Br 3.184 -0.008 -0.344
6 H 1.358 -1.556 -1.088
7 H -1.668 -1.882 0.245
8 H -1.908 -1.142 -1.338
9 H -2.032 -0.125 0.316
10 H -0.610 1.147 1.289
11 H 0.345 2.289 -0.015
12 H 1.129 1.390 1.324

Properties
Spin multiplicity: 1
LUMO energy, Eh: -0.248
HOMO energy, eV: -14.86
Total charge: +1


Entry b
Computed, not measured: a cluster of 2 separate species, C3H7BrN in total, with ωB97M-V with the def2-TZVPD basis set.

Atoms and positions in Å:
1 C 0.638 -1.434 -0.481
2 C 0.330 -0.472 0.686
3 C 1.583 -0.487 0.097
4 N -1.452 1.402 -0.108
5 Br 3.281 0.103 0.071
6 H 0.818 -2.492 -0.331
7 H 0.166 -1.223 -1.430
8 H 0.129 -0.708 1.719
9 H -1.472 2.161 0.568
10 H -1.226 1.784 -1.020
11 H -2.369 0.968 -0.138
12 H -0.425 0.398 0.366

Properties
Spin multiplicity: 1
LUMO energy, Eh: -0.215
HOMO energy, eV: -14.52
Total charge: +1


Quick one: least stable of them? entry a


Entry a
Computed, not measured: a structure of composition C5H11ClN, with ωB97M-V with the def2-TZVPD basis set.

Atoms and positions in Å:
1 C -0.283 -0.697 1.301
2 C -0.457 -1.098 -0.048
3 C 1.809 -0.081 -0.013
4 C -0.150 1.455 0.031
5 C -2.250 -0.564 -0.807
6 N 0.387 0.067 0.156
7 Cl -3.345 0.229 0.256
8 H -1.035 -0.074 1.661
9 H 0.477 -1.162 2.099
10 H 0.040 -1.887 -0.495
11 H 2.032 -1.068 0.031
12 H 1.969 0.104 -0.997
13 H 2.475 0.614 0.703
14 H 0.647 2.046 0.397
15 H -0.425 1.516 -1.053
16 H -0.929 1.736 0.622
17 H -2.703 -1.536 -1.275
18 H -1.992 -0.054 -1.719

Properties
Spin multiplicity: 1
LUMO energy, Eh: -0.109
HOMO energy, eV: -14.75
Total charge: +1


Entry b
Computed, not measured: the ion C5H11ClN with charge +1, with ωB97M-V with the def2-TZVPD basis set.

Atoms and positions in Å:
1 C -0.301 -0.835 1.320
2 C -1.222 -0.492 0.116
3 C 1.050 -1.010 -0.826
4 C 0.705 1.219 0.147
5 C -2.220 0.596 0.062
6 N 0.234 -0.234 0.098
7 Cl -3.842 -0.144 -0.303
8 H -0.208 -0.080 2.243
9 H 0.171 -1.735 1.536
10 H -1.541 -1.438 -0.468
11 H 0.601 -0.974 -1.884
12 H 2.122 -0.667 -0.881
13 H 1.039 -2.131 -0.767
14 H 0.865 1.655 -0.869
15 H 0.144 1.711 0.902
16 H 1.818 1.351 0.558
17 H -2.074 1.397 -0.732
18 H -2.344 1.236 0.937

Properties
SMILES string: C[N+]1(C)C[C@H]1CCl
Spin multiplicity: 1
LUMO energy, Eh: -0.106
HOMO energy, eV: -14.60
Total charge: +1


Quick one: least stable of them? entry a


Entry a
Computed, not measured: a cluster of 2 separate species, C6H11OP in total, with ωB97M-V with the def2-TZVPD basis set.

Atoms and positions in Å:
1 C -2.330 -1.495 -1.259
2 C -1.090 -1.282 -0.912
3 C 1.794 -0.116 0.783
4 C 1.555 1.301 0.250
5 C 0.385 -0.504 1.414
6 C 0.312 1.224 -0.697
7 O -2.918 1.263 0.662
8 P -0.860 0.142 0.209
9 H -2.785 -1.981 -2.050
10 H -3.083 -1.000 -0.651
11 H -0.188 -1.688 -1.251
12 H 1.892 -0.771 -0.012
13 H 2.539 -0.111 1.483
14 H 1.370 1.969 1.074
15 H 2.345 1.913 -0.405
16 H 0.355 -1.572 1.305
17 H 0.125 -0.181 2.419
18 H -0.226 2.145 -0.766
19 H 0.808 0.744 -1.596

Properties
Spin multiplicity: 1
LUMO energy (spin up / spin down), Eh: -0.008 / -0.016
HOMO energy (spin up / spin down), eV: -8.87 / -9.04


Entry b
Computed, not measured: an isolated molecule of C6H11OP, with ωB97M-V with the def2-TZVPD basis set.

Atoms and positions in Å:
1 C -1.886 1.585 -2.273
2 C -1.260 0.592 -1.728
3 C 0.334 -1.182 1.301
4 C 1.592 -0.415 0.996
5 C -0.761 -0.096 1.314
6 C 1.379 0.334 -0.349
7 O -0.596 2.991 0.528
8 P -0.364 0.991 -0.154
9 H -2.427 1.607 -3.275
10 H -1.861 2.548 -1.689
11 H -0.914 -0.376 -1.936
12 H -0.007 -1.918 0.486
13 H 0.249 -1.733 2.136
14 H 1.636 0.373 1.760
15 H 2.543 -0.940 1.306
16 H -1.766 -0.467 1.416
17 H -0.568 0.726 2.000
18 H 2.069 1.218 -0.444
19 H 1.359 -0.268 -1.210

Properties
SMILES string: C=CP1(=O)CCCC1
Spin multiplicity: 1
LUMO energy, Eh: 0.024
HOMO energy, eV: -8.53


Quick one: least stable of them? entry a